38
Properties=species:S:1:pos:R:3 method="wB97M-V/def2-TZVPD" s_squared=0.758 lumo_ev="2.31 / 2.12" charge=-1 e_above_lowest_kj_mol=130.83 spin_multiplicity=2 gap_ev="7.434 / 7.213" max_force_ev_per_a=9.56
Ag 0.025 0.156 -0.880
C 0.709 2.760 -0.662
O 1.046 3.897 -0.696
O 0.072 2.126 0.204
O 0.892 2.169 -1.727
N 0.158 -1.510 -2.148
S -0.915 -2.794 -2.591
O -1.228 -3.727 -1.495
O -0.959 -3.370 -3.917
F -2.203 -1.893 -2.598
S 1.225 -2.101 -3.108
O 1.332 -1.664 -4.471
O 1.852 -3.422 -2.774
F 2.374 -1.053 -2.536
C -0.422 -0.475 2.312
O -0.516 -0.773 1.164
N -0.828 -1.168 3.271
N -0.067 0.711 2.624
H -0.749 -0.948 4.254
H -1.449 -1.924 3.021
H 0.024 1.296 1.805
H 0.135 0.899 3.595
C -3.109 0.975 -0.304
O -2.224 0.297 -0.825
N -2.989 2.083 0.432
N -4.343 0.782 -0.645
H -2.038 2.316 0.683
H -3.726 2.773 0.441
H -5.107 1.366 -0.334
H -4.383 0.125 -1.411
C 3.026 0.189 0.872
O 2.092 -0.087 0.138
N 4.257 0.083 0.454
N 2.932 0.643 2.072
H 4.959 0.347 1.129
H 4.420 -0.514 -0.344
H 3.752 0.618 2.661
H 1.971 0.811 2.331


75
Properties=species:S:1:pos:R:3 method="wB97M-V/def2-TZVPD" lumo_ev=0.77 charge=0 e_above_lowest_kj_mol=166.92 gap_ev=10.150 smiles=CCOCC.CCOCC.CCOCC.CCOCC.CCOCC max_force_ev_per_a=15.50
C 47.709 115.185 57.892
C 48.258 115.305 59.410
O 49.713 115.401 59.160
C 50.467 115.525 60.390
C 51.760 115.004 60.022
H 48.007 116.183 57.553
H 46.549 115.327 57.670
H 48.069 114.340 57.467
H 47.950 114.357 59.965
H 47.770 116.123 59.922
H 49.965 114.809 61.023
H 50.539 116.553 60.848
H 52.161 115.750 59.233
H 51.471 114.005 59.594
H 52.393 115.079 60.764
C 43.697 116.449 57.607
C 43.720 116.103 56.149
O 45.014 116.102 55.767
C 45.256 115.563 54.531
C 46.522 115.189 54.156
H 43.937 117.460 57.809
H 44.425 116.020 58.194
H 42.639 116.208 57.982
H 43.212 116.856 55.798
H 43.221 115.171 56.059
H 44.992 116.332 53.790
H 44.460 114.857 54.196
H 46.931 114.873 53.058
H 47.018 114.421 54.656
H 47.161 116.121 54.195
C 41.524 121.535 58.742
C 40.341 120.652 59.178
O 40.649 119.418 59.864
C 39.684 118.603 60.442
C 40.381 117.797 61.306
H 42.111 121.824 59.627
H 41.040 122.446 58.144
H 42.182 120.891 58.095
H 39.733 120.290 58.112
H 39.732 121.346 59.851
H 39.175 118.059 59.663
H 38.979 119.341 60.868
H 41.092 118.250 62.098
H 41.035 117.040 60.715
H 39.743 117.068 61.861
C 43.963 120.601 63.529
C 43.733 120.362 62.014
O 45.022 119.704 61.683
C 45.115 119.257 60.324
C 46.325 118.456 60.175
H 44.118 119.657 64.200
H 43.099 121.113 63.890
H 44.835 121.279 63.545
H 43.604 121.257 61.436
H 42.924 119.656 61.878
H 45.191 120.192 59.761
H 44.194 118.796 59.986
H 46.350 118.044 59.159
H 46.402 117.810 60.844
H 47.338 119.058 60.427
C 45.526 112.842 61.220
C 45.230 114.346 61.180
O 44.156 114.758 62.069
C 43.789 116.011 62.018
C 42.922 116.313 63.217
H 45.663 112.554 62.085
H 46.344 112.585 60.929
H 44.464 112.580 60.873
H 45.048 114.752 60.314
H 46.212 114.763 61.626
H 43.347 116.425 61.154
H 44.501 116.834 62.261
H 43.488 116.164 64.090
H 42.164 115.501 63.190
H 42.635 117.372 63.109


20
Properties=species:S:1:pos:R:3 method="wB97M-V/def2-TZVPD" lumo_ev="0.01 / 0.01" charge=0 e_above_lowest_kj_mol=435.61 gap_ev="7.726 / 7.726" max_force_ev_per_a=3.89
C -0.036 -2.082 0.589
C 1.189 -1.489 0.305
C -0.578 -0.103 -1.040
C 1.783 -0.736 1.444
C -0.862 -0.970 -2.217
C -1.205 1.111 0.966
N -1.155 -2.305 0.828
N -1.483 0.087 -0.105
O 1.897 -1.661 -0.653
S -2.728 -0.905 0.127
H 0.346 0.625 -1.011
H 1.073 -0.354 2.228
H 2.461 0.100 1.238
H 2.480 -1.421 2.077
H -1.210 -2.025 -1.960
H -0.002 -0.936 -2.875
H -1.664 -0.506 -2.690
H -1.651 2.091 0.664
H -1.737 0.796 1.802
H -0.117 1.196 1.209


7
Properties=species:S:1:pos:R:3 method="wB97M-V/def2-TZVPD" lumo_ev="3.32 / 3.32" charge=-1 e_above_lowest_kj_mol=608.00 gap_ev="7.779 / 7.779" max_force_ev_per_a=3.30
C 0.040 -0.294 0.217
N -2.163 1.106 1.552
O -2.652 3.166 0.134
O -2.520 1.162 -1.118
S -2.292 1.769 0.202
H -0.738 -0.283 -0.525
H 0.411 0.851 0.214


93
Properties=species:S:1:pos:R:3 method="wB97M-V/def2-TZVPD" s_squared=3.781 lumo_ev="-3.03 / -4.91" charge=+1 spin_multiplicity=4 gap_ev="7.462 / 5.608" max_force_ev_per_a=1.74
Re -0.156 -0.122 0.131
N -2.276 -1.698 -1.717
P -2.466 -0.655 -0.382
C -4.023 0.172 -0.829
C -5.098 -0.635 -1.203
C -6.338 -0.072 -1.431
C -6.516 1.295 -1.273
C -5.455 2.091 -0.877
C -4.207 1.535 -0.649
C -3.078 -1.661 0.999
C -2.879 -3.030 1.117
C -3.282 -3.667 2.277
C -3.841 -2.947 3.318
C -4.031 -1.579 3.200
C -3.646 -0.936 2.045
C -1.172 -2.503 -1.844
C -1.128 -3.512 -2.813
C -0.034 -4.347 -2.854
C 0.972 -4.187 -1.908
C 0.871 -3.142 -1.015
N -0.153 -2.288 -1.001
H -3.071 -1.922 -2.304
H -4.975 -1.707 -1.290
H -7.167 -0.703 -1.715
H -7.491 1.728 -1.437
H -5.594 3.151 -0.736
H -3.379 2.156 -0.329
H -2.408 -3.590 0.319
H -3.138 -4.732 2.377
H -4.117 -3.458 4.227
H -4.457 -1.014 4.014
H -3.762 0.138 1.938
H -1.950 -3.627 -3.503
H 0.026 -5.125 -3.598
H 1.824 -4.844 -1.885
H 1.634 -2.998 -0.265
Se -1.016 1.835 1.324
P 0.350 3.282 2.461
Se 2.270 3.601 1.632
C -0.729 4.764 2.499
C -0.282 6.020 2.113
C -1.161 7.092 2.152
C -2.466 6.912 2.575
C -2.900 5.662 2.990
C -2.032 4.586 2.954
C 0.417 2.701 4.188
C 1.378 3.281 5.009
C 1.468 2.879 6.327
C 0.607 1.910 6.817
C -0.349 1.336 5.995
C -0.453 1.737 4.676
H 0.739 6.164 1.792
H -0.828 8.076 1.856
H -3.151 7.746 2.587
H -3.912 5.525 3.342
H -2.350 3.602 3.274
H 2.045 4.033 4.611
H 2.212 3.316 6.975
H 0.685 1.610 7.849
H -1.013 0.573 6.371
H -1.198 1.287 4.031
N 2.445 -1.545 2.152
C 1.198 -1.449 2.691
N 0.887 -1.739 3.944
N -0.400 -1.495 4.046
N -0.889 -1.075 2.945
N 0.081 -1.034 2.028
C 2.706 -1.161 0.876
N 3.769 -1.482 0.147
N 3.541 -0.987 -1.048
N 2.419 -0.381 -1.087
N 1.841 -0.438 0.119
H 3.180 -1.953 2.710
C 0.424 0.310 -3.470
P 0.469 1.184 -1.874
C 2.034 2.114 -1.988
C -0.725 2.561 -2.035
C -1.933 2.410 -2.706
C -2.809 3.478 -2.802
C -2.497 4.693 -2.213
C -1.322 4.831 -1.489
C -0.444 3.768 -1.391
H -0.511 -0.229 -3.599
H 1.259 -0.390 -3.470
H 0.550 1.044 -4.266
H 1.852 3.031 -2.548
H 2.776 1.499 -2.494
H 2.399 2.355 -0.989
H -2.182 1.460 -3.161
H -3.736 3.362 -3.343
H -3.165 5.534 -2.318
H -1.082 5.769 -1.006
H 0.475 3.888 -0.830


16
Properties=species:S:1:pos:R:3 method="wB97M-V/def2-TZVPD" lumo_ev=1.22 charge=0 e_above_lowest_kj_mol=171.27 gap_ev=10.663 smiles=C[C@H]1C[C@H]2C[C@H]21 max_force_ev_per_a=1.55
C -1.104 -0.627 1.564
C -0.562 0.376 0.537
C 0.948 0.702 0.516
C 0.862 0.709 -1.016
C 0.709 -0.678 -1.528
C -0.506 0.055 -0.960
H -0.789 -0.426 2.598
H -2.198 -0.686 1.559
H -0.728 -1.629 1.309
H -1.086 1.338 0.356
H 1.272 1.624 1.006
H 1.566 -0.126 0.893
H 1.160 1.540 -1.637
H 1.139 -1.537 -1.019
H 0.724 -0.758 -2.621
H -1.409 0.121 -1.556